DFT (ωB97M-V with the def2-TZVPD basis set) results for a cluster of 5 separate species, C22H56N3O11S in total in a non-equilibrium geometry.

Properties
Charge: +1
HOMO level: -10.5 eV
Lowest unoccupied orbital energy: -5.24 eV
Total energy: -61536.0879 eV

Last column: Löwdin charge in e.
Atoms and positions in Å:
S -2.07 -2.09 -0.22  0.60
O -3.79 5.67 -4.34  -0.20
O -3.01 -9.75 3.25  -0.18
O -6.61 5.55 -5.16  -0.19
O -2.25 -1.38 -1.44  -0.26
O 0.38 1.92 -0.08  -0.21
O 4.83 4.72 2.08  -0.18
O -1.86 -7.68 1.49  -0.21
O 3.84 -0.44 -0.72  -0.19
O -3.23 -2.80 0.21  -0.27
O -0.31 4.65 -0.95  -0.18
O 6.29 2.70 3.64  -0.19
N 1.16 -4.11 0.39  0.16
N -0.73 -3.14 -0.52  0.03
N -0.76 -3.94 1.74  0.18
C -5.72 4.45 -5.16  -0.21
C -4.66 4.57 -4.09  -0.21
C -1.45 4.11 -1.60  -0.10
C -0.20 4.24 0.40  -0.20
C -1.75 -9.13 3.45  -0.21
C -1.73 -7.72 2.91  -0.22
C 3.49 -1.61 -1.41  -0.22
C -3.19 -7.38 1.06  -0.10
C -6.33 6.51 -6.16  -0.11
C 4.95 -0.58 0.15  -0.07
C 2.12 -2.13 -0.97  -0.15
C 4.56 3.33 2.06  -0.21
C 6.68 3.72 4.54  -0.10
C 4.90 2.67 3.38  -0.21
C 2.25 -3.07 0.23  -0.11
C 1.00 1.72 -1.34  -0.10
C -3.04 -10.64 2.15  -0.10
C 6.05 5.07 1.44  -0.10
C 0.81 3.12 0.57  -0.20
C -1.57 -0.93 1.00  -0.11
C -4.09 6.82 -3.57  -0.11
C -0.10 -3.71 0.56  -0.37
H -5.12 4.66 -3.10  0.13
H -3.93 -7.96 1.61  0.09
H 5.93 5.03 0.35  0.09
H 0.16 5.11 0.97  0.13
H 6.30 6.09 1.73  0.09
H 0.44 0.96 -1.87  0.09
H 5.08 2.85 1.24  0.12
H 3.17 -3.62 0.09  0.12
H -4.04 3.67 -4.10  0.12
H 7.76 3.83 4.47  0.09
H -5.26 6.74 -6.21  0.08
H -1.32 4.26 -2.68  0.09
H -1.17 3.95 0.81  0.13
H 6.22 4.68 4.30  0.09
H 6.86 4.41 1.74  0.08
H -2.35 4.65 -1.29  0.09
H 2.36 -2.49 1.14  0.13
H -0.66 -0.40 0.73  0.06
H 1.62 -2.62 -1.80  0.12
H 4.61 1.62 3.33  0.12
H 3.47 -1.42 -2.48  0.13
H 5.35 0.41 0.33  0.08
H -2.37 -0.19 1.00  0.10
H 1.37 -4.63 1.24  0.15
H -5.26 4.33 -6.15  0.13
H -3.56 7.66 -4.00  0.09
H 4.22 -2.40 -1.26  0.12
H -3.40 -6.31 1.19  0.08
H -4.08 -10.85 1.92  0.09
H -0.76 -7.27 3.14  0.12
H -1.54 -1.33 2.00  0.06
H -6.88 7.42 -5.92  0.09
H 5.75 -1.16 -0.31  0.09
H 1.00 2.63 -1.94  0.09
H 4.35 3.14 4.20  0.13
H 4.64 -1.04 1.08  0.08
H -2.51 -7.12 3.38  0.13
H -6.32 3.55 -4.96  0.13
H -1.57 -9.09 4.53  0.13
H -1.33 -4.78 1.81  0.12
H -0.95 -9.73 3.00  0.13
H 6.42 3.44 5.57  0.09
H -5.16 7.03 -3.58  0.09
H 2.03 1.37 -1.20  0.08
H 0.91 2.89 1.63  0.12
H -1.58 3.05 -1.40  0.08
H -3.76 6.68 -2.53  0.08
H -6.66 6.15 -7.14  0.09
H -0.78 -3.30 2.51  0.12
H -1.01 -3.82 -1.23  0.17
H -3.26 -7.63 0.01  0.09
H 3.48 3.22 1.89  0.10
H 1.55 -1.27 -0.64  0.10
H -2.57 -10.21 1.26  0.08
H -2.54 -11.58 2.40  0.09
H 1.79 3.42 0.19  0.12